No. 1
A 2-piece molecular cluster, C5H11NO overall at a distorted geometry, computed with the ωB97M-V functional and the def2-TZVPD basis.

Its calculated total energy is -326.98789 hartree. Its net charge is 0. As for the SMILES: C=C/C=C/CN.O. The molar mass is 101.15 g/mol. The value obtained for the LUMO energy is 0.655 eV. As for the HOMO-LUMO gap: 9.040 eV. For the energy above the lowest of the compared OMol25 structures with the same formula, charge and spin, the calculation gives 376.66 kJ/mol.

```
18
C5H11NO, DFT the ωB97M-V functional and the def2-TZVPD basis
C 2.043 -2.277 -0.429
C 1.953 -1.752 0.831
C 0.869 -0.713 1.241
C -0.282 -0.512 0.525
C -1.334 0.571 0.461
N -2.200 0.408 -0.679
H 3.051 -2.704 -0.588
H 1.012 -2.451 -0.828
H 2.778 -1.792 1.399
H 1.090 0.064 2.023
H -0.534 -1.378 -0.157
H -0.606 1.425 0.407
H -1.966 0.619 1.406
H -3.145 0.230 -0.204
H -2.342 1.270 -1.220
O -0.027 3.210 -1.110
H 0.333 2.338 -1.305
H -0.693 3.443 -1.772
```


No. 2
One molecule with the formula C5H11NO, computed with the ωB97M-V functional and the def2-TZVPD basis.

Its calculated total energy is -327.11022 hartree. Its net charge is 0. As for the SMILES: CC[C@@H](C)NC=O. The molar mass is 101.15 g/mol. The value obtained for the LUMO energy is 0.911 eV. As for the HOMO-LUMO gap: 10.641 eV. For the energy above the lowest of the compared OMol25 structures with the same formula, charge and spin, the calculation gives 55.46 kJ/mol.

```
18
C5H11NO, DFT the ωB97M-V functional and the def2-TZVPD basis
C 1.852 0.542 0.198
C 0.913 -0.089 -0.852
C -0.534 -0.427 -0.356
C -0.653 -1.868 0.147
N -0.980 0.527 0.653
C -1.642 1.668 0.301
O -2.243 1.841 -0.739
H 2.413 1.385 -0.214
H 1.301 0.957 1.048
H 2.575 -0.165 0.616
H 0.828 0.584 -1.714
H 1.362 -1.015 -1.233
H -1.217 -0.277 -1.198
H -0.354 -2.555 -0.652
H 0.004 -2.043 1.009
H -1.675 -2.129 0.442
H -0.372 0.620 1.454
H -1.579 2.443 1.089
```


No. 3
C5H11NO as an isolated structure, computed with the ωB97M-V functional and the def2-TZVPD basis.

Its calculated total energy is -326.98869 hartree. Its net charge is 0. The molar mass is 101.15 g/mol. The value obtained for the LUMO energy is 0.774 eV. As for the HOMO-LUMO gap: 8.484 eV. For the energy above the lowest of the compared OMol25 structures with the same formula, charge and spin, the calculation gives 374.54 kJ/mol.

```
18
C5H11NO, DFT the ωB97M-V functional and the def2-TZVPD basis
C -1.800 -0.080 -0.860
C -1.804 1.046 0.141
C -0.271 0.348 1.605
N 0.601 -0.418 0.867
C 1.632 0.160 0.127
O 1.739 1.360 0.009
C 2.565 -0.822 -0.552
H -2.448 0.143 -1.716
H -0.791 -0.251 -1.258
H -2.148 -1.018 -0.412
H -1.632 2.020 -0.332
H -2.702 1.092 0.761
H -0.792 1.266 0.999
H -1.023 -0.278 2.090
H 0.460 -1.414 0.741
H 2.223 -1.014 -1.575
H 2.636 -1.778 -0.024
H 3.554 -0.364 -0.613
```